The following is a DFT calculation (wB97M-V/def2-TZVPD) of a structure of composition C65H52BrN3O5P2Pb at a distorted geometry.

Values from the calculation:
Largest force on an atom in eV Å⁻¹: 1.8
HOMO level in eV: -5.6
Energy above the lowest of the compared OMol25 structures with the same formula, charge and spin in kJ/mol: 366.63
E in Ha: -6498.1047
Frontier orbital gap in eV: 5.22

```
! RIJCOSX wB97M-V def2-TZVPD def2/J DEFGRID3
* xyz 0 1
Pb 0.12393 0.61792 0.07586
O -0.88782 3.88318 -2.97642
C -0.11385 3.59399 -4.02690
C -0.14198 4.44331 -5.13702
C 0.63616 4.18250 -6.24342
C 1.44794 3.05854 -6.28430
C 1.48292 2.21247 -5.19188
C 0.73002 2.47446 -4.05476
C 0.81390 1.53920 -2.86097
O -0.19458 1.65208 -1.98709
N 2.13845 1.79154 -2.20855
N 2.38238 1.34420 -0.99805
C 3.56096 1.39809 -0.46563
C 3.84830 1.03942 0.87580
Br 2.30325 0.62838 2.01368
C 5.02873 0.98991 1.53691
C 6.39302 1.10130 1.07444
C 6.84846 0.73306 -0.19455
C 8.19943 0.76463 -0.49281
C 9.12855 1.17244 0.45199
C 8.69126 1.55260 1.71175
C 7.34801 1.50827 2.01780
H -0.80332 3.11327 -2.34333
H -0.79083 5.30423 -5.09260
H 0.61007 4.86179 -7.08162
H 2.04881 2.84686 -7.15674
H 2.10591 1.32678 -5.21679
H 0.89010 0.49448 -3.25545
H 2.90667 2.05200 -2.82375
H 4.40321 1.79649 -1.02999
H 4.96133 0.84037 2.60606
H 6.14999 0.36348 -0.92983
H 8.53910 0.44343 -1.46743
H 10.18487 1.18080 0.22186
H 9.40547 1.85531 2.46523
H 7.02192 1.79058 3.00759
O -3.47665 0.74747 3.01315
C -2.55228 1.18543 2.08334
O -2.45493 0.27503 1.05070
C -1.66354 2.18855 2.31840
C -1.87544 3.04980 3.45628
C -1.13844 4.16034 3.61901
C -0.18173 4.52223 2.61274
C 0.52324 5.72337 2.65986
C 1.43150 6.05807 1.67779
C 1.64597 5.17968 0.62010
C 0.95848 3.99041 0.55074
C 0.02655 3.62257 1.53451
N -0.63185 2.43772 1.43341
H -2.64704 2.74961 4.14829
H -1.27041 4.80666 4.47688
H 0.34000 6.40158 3.48256
H 1.96282 6.99722 1.72426
H 2.34500 5.44459 -0.16194
H 1.09885 3.32577 -0.28658
C 0.41544 -7.56343 0.62464
C -0.75444 -6.73978 0.05431
C -1.88038 -7.68331 -0.39031
C -0.23319 -5.95339 -1.13487
C 0.22105 -6.59765 -2.28076
C 0.79158 -5.89452 -3.32567
C 0.92164 -4.51870 -3.25477
C 0.43472 -3.84163 -2.14898
P 0.50366 -2.00899 -1.92009
C 2.26356 -1.84742 -2.43073
C 2.77494 -1.38108 -3.63359
C 4.14652 -1.30732 -3.82192
C 5.01953 -1.70570 -2.82324
C 4.51716 -2.15811 -1.61329
C 3.15188 -2.21321 -1.41811
C -0.57803 -1.49161 -3.31722
C -0.38296 -1.74725 -4.67261
C -1.26128 -1.23384 -5.61028
C -2.35320 -0.48047 -5.21134
C -2.57790 -0.25527 -3.86450
C -1.69876 -0.75932 -2.92524
C -0.13346 -4.56664 -1.09908
O -0.55453 -3.80989 -0.04892
C -1.09937 -4.42855 1.03088
C -1.46950 -3.56556 2.06498
C -2.03346 -4.08295 3.21909
C -2.21975 -5.44842 3.32873
C -1.82587 -6.29387 2.30779
C -1.25555 -5.80434 1.13812
P -1.02634 -1.80859 1.79081
C -2.75573 -1.01088 1.62487
C -3.54335 -0.67503 2.91144
C -4.97691 -1.10979 2.91895
C -5.52943 -1.80278 1.92483
C -4.77085 -2.17085 0.75232
C -3.49215 -1.81787 0.60888
C -0.30775 -1.49446 3.45391
C 0.72833 -2.37389 3.78090
C 1.46535 -2.20264 4.93409
C 1.20168 -1.13206 5.77333
C 0.20903 -0.23022 5.43794
C -0.53794 -0.40392 4.28435
H 0.78836 -8.26021 -0.12120
H 0.09463 -8.13405 1.49158
H 1.23167 -6.90760 0.92248
H -1.53015 -8.36442 -1.15981
H -2.72046 -7.11805 -0.78738
H -2.22711 -8.28514 0.44381
H 0.14223 -7.67139 -2.36299
H 1.14484 -6.42424 -4.19776
H 1.41450 -3.98453 -4.05322
H 2.11367 -1.06924 -4.42962
H 4.53422 -0.93802 -4.76204
H 6.08713 -1.66386 -2.98776
H 5.18932 -2.46352 -0.82449
H 2.75680 -2.54686 -0.46707
H 0.45070 -2.34386 -5.01167
H -1.08884 -1.42151 -6.66115
H -3.02722 -0.07524 -5.95108
H -3.43009 0.32376 -3.54336
H -1.87107 -0.56099 -1.87558
H -2.29950 -3.42479 4.03181
H -2.65581 -5.86123 4.22412
H -1.95153 -7.35766 2.43669
H -3.04953 -1.11766 3.79420
H -5.54065 -0.79407 3.78354
H -6.56840 -2.09621 1.97350
H -5.28272 -2.72061 -0.02373
H -2.93353 -2.04188 -0.28947
H 0.94803 -3.20448 3.12262
H 2.25762 -2.89770 5.17209
H 1.77880 -0.99990 6.67534
H 0.01439 0.62515 6.06662
H -1.28693 0.32883 4.04151
*
```

Here are the Mulliken charges for atoms 1 to 99, given in e: 1.404, -0.790, 0.364, -0.727, -0.460, -0.920, -0.235, -0.605, 2.050, -0.241, -0.172, 0.650, -1.065, 0.486, -0.322, -1.059, 0.575, 0.161, -0.763, -0.427, -0.558, -0.768, 0.261, 0.498, 0.382, 0.451, 0.245, -1.025, 0.470, 0.661, 0.363, 0.274, 0.401, 0.387, 0.375, 0.376, -0.501, -0.026, -0.530, 0.678, -0.720, -1.249, 1.046, -0.737, -0.860, -0.751, -0.608, -0.283, 0.440, 0.489, 0.404, 0.393, 0.383, 0.494, 0.933, -1.690, 1.536, -1.912, 0.688, -0.195, -1.608, -0.281, 0.952, 0.904, 0.899, 0.103, -0.781, -0.822, -0.721, -0.898, 0.564, -0.066, -0.896, -0.671, -1.035, 0.066, -1.118, -0.173, -1.216, 0.295, -0.172, -1.600, -0.144, 0.854, 0.823, 2.564, 1.299, -1.445, -0.606, -0.657, -1.438, 0.370, -1.019, -0.620, -0.826, -0.730, -0.043, 0.428, 0.421